Computed, not measured: an isolated molecule of C5H7NOS at a distorted geometry, with ωB97M-V with the def2-TZVPD basis set.

The highest occupied orbital energy comes out at -0.3069 hartree. The lowest unoccupied orbital energy is 0.71 eV. The calculation puts the energy above the lowest of the compared OMol25 structures with the same formula, charge and spin at 71.9 kcal per mole. For the HOMO-LUMO gap, the calculation gives 9.061 eV.

```
! wB97M-V def2-TZVPD RIJCOSX def2/J DEFGRID3
* xyz 0 1
S -2.76925 0.76240 1.90094
C -1.41795 0.44223 1.03104
N -0.49141 -0.47856 1.42987
C 0.62629 -1.07829 0.58785
C 0.32348 -0.47645 -0.78210
C 0.79847 0.55970 -1.80216
C 0.22070 0.97887 -0.53696
O -1.11836 1.25162 -0.08597
H -0.65098 -0.98731 2.28589
H 0.54354 -2.18061 0.58195
H 1.56371 -0.67722 1.01775
H -0.64158 -0.85737 -1.18569
H 0.25496 0.74202 -2.75487
H 1.85794 0.65153 -1.91952
H 0.90043 1.34744 0.23197
*
```

Computed, not measured: an isolated molecule of C5H7NOS at a distorted geometry, with ωB97M-V with the def2-TZVPD basis set.

The highest occupied orbital energy comes out at -0.3426 hartree. The lowest unoccupied orbital energy is 0.78 eV. The calculation puts the energy above the lowest of the compared OMol25 structures with the same formula, charge and spin at 43.9 kcal per mole. For the HOMO-LUMO gap, the calculation gives 10.099 eV.

```
! wB97M-V def2-TZVPD RIJCOSX def2/J DEFGRID3
* xyz 0 1
S -3.42691 -0.40599 -0.00542
C -1.62853 -0.53625 -0.38247
C -0.73258 0.25340 0.61927
C 0.72329 0.03969 0.25733
C 1.72795 0.86159 -0.07619
C 2.83077 -0.02570 -0.25358
N 2.51369 -1.24608 0.01218
O 1.13543 -1.24701 0.35465
H -3.59009 0.90932 -0.21794
H -1.45750 -1.61236 -0.34103
H -1.48738 -0.21796 -1.43069
H -1.00655 -0.19002 1.59250
H -1.11227 1.28982 0.60778
H 1.66606 1.94331 -0.12268
H 3.84462 0.18424 -0.61371
*
```

Computed, not measured: an isolated molecule of C5H7NOS at a distorted geometry, with ωB97M-V with the def2-TZVPD basis set.

The highest occupied orbital energy comes out at -0.3264 hartree. The lowest unoccupied orbital energy is -0.61 eV. The calculation puts the energy above the lowest of the compared OMol25 structures with the same formula, charge and spin at 71.3 kcal per mole. For the HOMO-LUMO gap, the calculation gives 8.268 eV.

```
! wB97M-V def2-TZVPD RIJCOSX def2/J DEFGRID3
* xyz 0 1
C -2.03577 -0.16714 0.87954
N -0.75375 -0.04141 1.49295
C 0.20373 0.98679 1.19012
C -0.13828 2.12282 0.25534
O -0.85122 1.97131 -0.72920
C 0.46922 -0.42294 0.72842
C 0.50211 -0.73090 -0.70398
S 1.44316 -1.80503 -1.47069
H -2.10571 0.39504 -0.03611
H -2.19562 -1.28432 0.63922
H -2.81473 0.19925 1.57240
H 0.74840 1.43332 2.06466
H 0.38564 3.07861 0.58142
H 1.18415 -0.95920 1.31392
H -0.21279 -0.19461 -1.31813
*
```

Repeat the second record exactly.
Computed, not measured: an isolated molecule of C5H7NOS at a distorted geometry, with ωB97M-V with the def2-TZVPD basis set.

The highest occupied orbital energy comes out at -0.3426 hartree. The lowest unoccupied orbital energy is 0.78 eV. The calculation puts the energy above the lowest of the compared OMol25 structures with the same formula, charge and spin at 43.9 kcal per mole. For the HOMO-LUMO gap, the calculation gives 10.099 eV.

```
! wB97M-V def2-TZVPD RIJCOSX def2/J DEFGRID3
* xyz 0 1
S -3.42691 -0.40599 -0.00542
C -1.62853 -0.53625 -0.38247
C -0.73258 0.25340 0.61927
C 0.72329 0.03969 0.25733
C 1.72795 0.86159 -0.07619
C 2.83077 -0.02570 -0.25358
N 2.51369 -1.24608 0.01218
O 1.13543 -1.24701 0.35465
H -3.59009 0.90932 -0.21794
H -1.45750 -1.61236 -0.34103
H -1.48738 -0.21796 -1.43069
H -1.00655 -0.19002 1.59250
H -1.11227 1.28982 0.60778
H 1.66606 1.94331 -0.12268
H 3.84462 0.18424 -0.61371
*
```

Question: lowest unoccupied orbital energy of number 3 (C5H7NOS)?
Answer: -0.61 eV

Question: The lowest highest occupied orbital energy belongs to which entry?
Answer: number 2